Below is C35H21F9O2OsPS as an isolated structure, with properties calculated with wB97M-V/def2-TZVPD.

Atoms and positions in Å:
Os (-0.816, 1.543, -0.449)
O (3.342, 1.665, 0.167)
C (2.260, 2.195, -0.058)
O (1.189, 1.557, -0.301)
C (2.183, 3.711, -0.079)
C (3.396, 4.395, -0.118)
C (3.454, 5.774, -0.140)
C (2.271, 6.501, -0.125)
C (1.063, 5.840, -0.090)
C (0.992, 4.443, -0.070)
S (-0.664, 3.837, 0.007)
H (4.296, 3.797, -0.125)
H (4.405, 6.288, -0.165)
H (2.289, 7.583, -0.135)
H (0.136, 6.391, -0.076)
C (-2.696, 1.445, -0.638)
C (-4.051, 1.430, -0.486)
C (-4.832, 0.254, -0.705)
C (-6.181, 0.249, -0.464)
C (-6.838, 1.397, -0.026)
C (-6.105, 2.567, 0.165)
C (-4.755, 2.601, -0.060)
H (-4.325, -0.645, -1.026)
H (-6.744, -0.664, -0.606)
H (-7.900, 1.380, 0.169)
H (-6.607, 3.461, 0.511)
H (-4.180, 3.501, 0.099)
F (-2.564, -7.244, 0.620)
C (-1.734, -6.833, -0.358)
F (-0.664, -7.670, -0.287)
F (-2.345, -7.151, -1.518)
C (-1.361, -5.396, -0.262)
C (-0.989, -4.699, -1.415)
C (-0.612, -3.382, -1.326)
C (-0.547, -2.725, -0.083)
C (-1.004, -3.420, 1.051)
C (-1.375, -4.739, 0.975)
P (-0.322, -0.912, -0.032)
C (0.424, -0.735, 1.609)
C (1.444, -1.580, 2.061)
C (2.019, -1.382, 3.297)
C (1.569, -0.346, 4.111)
C (0.520, 0.478, 3.692)
C (-0.034, 0.290, 2.445)
C (2.164, -0.149, 5.466)
F (1.442, -0.766, 6.438)
F (2.234, 1.139, 5.843)
F (3.408, -0.646, 5.584)
C (0.951, -0.812, -1.375)
C (0.476, -0.360, -2.608)
C (1.338, -0.177, -3.669)
C (2.702, -0.394, -3.478)
C (3.188, -0.823, -2.250)
C (2.309, -1.057, -1.207)
C (3.654, -0.111, -4.597)
F (3.106, -0.305, -5.815)
F (4.107, 1.161, -4.606)
F (4.754, -0.887, -4.564)
H (-1.005, -5.202, -2.371)
H (-0.321, -2.851, -2.220)
H (-1.022, -2.911, 2.004)
H (-1.683, -5.276, 1.861)
H (1.760, -2.411, 1.446)
H (2.821, -2.019, 3.636)
H (0.157, 1.256, 4.347)
H (-0.867, 0.917, 2.103)
H (-0.593, -0.166, -2.725)
H (0.970, 0.133, -4.636)
H (4.248, -0.966, -2.110)
H (2.694, -1.371, -0.251)

Frontier orbital gap (spin up / spin down)   5.61 / 5.61 eV
LUMO energy (spin up / spin down)   1.78 / 1.78 eV
Net charge   -1
Relative energy (zero: lowest compared OMol25 entry of this formula, charge and spin)   234.4 kJ/mol
Maximum force   7.91 eV/A

Below is a 4-piece molecular cluster, C4H11NO3 overall, with properties calculated with wB97M-V/def2-TZVPD.

Atoms and positions in Å:
C (-0.109, 1.891, -0.230)
C (1.112, 2.647, -0.303)
C (2.071, 1.925, 0.372)
N (1.466, 0.809, 0.908)
C (0.131, 0.837, 0.594)
H (-1.059, 2.118, -0.682)
H (1.322, 3.379, -1.068)
H (3.021, 2.230, 0.780)
H (1.979, -0.034, 1.123)
H (-0.482, -0.027, 0.779)
O (-2.032, -1.496, -0.241)
H (-2.635, -1.645, -0.968)
H (-2.540, -0.970, 0.406)
O (-0.148, -3.296, 1.659)
H (0.048, -2.597, 2.253)
H (-0.855, -2.979, 1.113)
O (0.017, -0.943, -2.255)
H (-0.533, -0.817, -1.443)
H (-0.776, -1.034, -2.797)

Frontier orbital gap   8.43 eV
LUMO energy   0.03 eV
Relative energy (zero: lowest compared OMol25 entry of this formula, charge and spin)   192.8 kJ/mol
Maximum force   1.90 eV/A
SMILES   c1cc[nH]c1.O.O.O

Below is the molecule C25H28N2O4, with properties calculated with wB97M-V/def2-TZVPD.

Atoms and positions in Å:
C (-3.008, -3.217, -1.634)
C (-3.099, -2.602, -0.241)
O (-3.571, -1.269, -0.254)
C (-2.726, -0.256, -0.566)
C (-1.397, -0.388, -0.934)
C (-0.615, 0.718, -1.254)
C (0.832, 0.457, -1.649)
N (1.633, 1.648, -1.851)
C (1.727, 2.642, -0.902)
C (1.863, 3.966, -1.336)
C (1.986, 5.021, -0.458)
C (1.955, 4.779, 0.906)
C (1.843, 3.481, 1.357)
C (1.748, 2.397, 0.482)
N (1.752, 1.140, 1.084)
C (1.792, -0.124, 0.602)
C (1.455, -0.502, -0.662)
C (1.589, -1.870, -1.114)
O (1.203, -2.237, -2.216)
C (2.196, -2.878, -0.155)
C (3.053, -2.263, 0.949)
C (4.342, -1.685, 0.362)
C (3.406, -3.328, 1.989)
C (2.224, -1.154, 1.609)
C (-1.184, 1.980, -1.227)
C (-2.506, 2.136, -0.840)
C (-3.268, 1.038, -0.504)
O (-4.601, 1.207, -0.132)
C (-4.952, 0.832, 1.110)
C (-6.446, 0.910, 1.274)
O (-4.174, 0.500, 1.961)
H (-2.752, -4.270, -1.548)
H (-3.967, -3.126, -2.139)
H (-2.251, -2.723, -2.237)
H (-3.842, -3.141, 0.355)
H (-2.134, -2.659, 0.277)
H (-0.945, -1.364, -0.996)
H (0.819, -0.079, -2.608)
H (1.549, 2.021, -2.787)
H (1.869, 4.153, -2.401)
H (2.093, 6.026, -0.834)
H (2.029, 5.592, 1.612)
H (1.839, 3.287, 2.421)
H (1.879, 1.207, 2.086)
H (1.358, -3.423, 0.293)
H (2.767, -3.599, -0.743)
H (4.121, -0.943, -0.402)
H (4.938, -1.213, 1.140)
H (4.936, -2.475, -0.090)
H (4.023, -2.903, 2.778)
H (3.959, -4.141, 1.525)
H (2.507, -3.742, 2.443)
H (1.335, -1.597, 2.068)
H (2.809, -0.682, 2.403)
H (-0.618, 2.858, -1.491)
H (-2.954, 3.116, -0.795)
H (-6.698, 0.977, 2.328)
H (-6.840, 1.762, 0.727)
H (-6.882, 0.002, 0.860)

Frontier orbital gap   8.03 eV
LUMO energy   0.57 eV
Relative energy (zero: lowest compared OMol25 entry of this formula, charge and spin)   59.6 kJ/mol
Maximum force   0.82 eV/A
SMILES   CCOc1cc([C@H]2Nc3ccccc3NC3=C2C(=O)CC(C)(C)C3)ccc1OC(C)=O

Below is C23H22CoF2N3O5S as an isolated structure, with properties calculated with wB97M-V/def2-TZVPD.

Atoms and positions in Å:
Co (0.439, -0.135, 0.176)
O (-2.505, 2.150, -1.131)
C (-1.400, 1.685, -0.985)
O (-1.174, 0.618, -0.253)
C (-0.203, 2.210, -1.779)
C (0.400, 1.012, -2.516)
C (1.357, 1.437, -3.617)
C (2.580, 1.925, -2.803)
C (2.110, 1.703, -1.374)
O (1.309, 0.482, -1.493)
C (1.040, 2.717, -0.961)
C (0.856, 2.637, 0.547)
O (0.490, 3.563, 1.237)
O (1.209, 1.470, 1.014)
H (-0.575, 2.985, -2.445)
H (-0.315, 0.254, -2.802)
H (0.917, 2.218, -4.234)
H (1.614, 0.592, -4.253)
H (2.817, 2.973, -2.978)
H (3.464, 1.328, -3.017)
H (2.892, 1.549, -0.641)
H (1.291, 3.741, -1.236)
F (-1.831, -3.156, -3.494)
C (-0.858, -2.990, -2.572)
C (-0.891, -1.870, -1.757)
C (0.115, -1.717, -0.815)
C (1.120, -2.681, -0.686)
C (1.113, -3.769, -1.548)
F (2.112, -4.683, -1.478)
C (0.137, -3.951, -2.503)
C (2.099, -2.402, 0.364)
C (2.890, -3.340, 1.022)
C (3.671, -2.927, 2.081)
C (3.654, -1.593, 2.467)
C (2.850, -0.717, 1.768)
N (2.089, -1.106, 0.740)
H (-1.702, -1.161, -1.851)
H (0.153, -4.802, -3.167)
H (2.870, -4.372, 0.710)
H (4.291, -3.643, 2.606)
H (4.249, -1.235, 3.295)
H (2.801, 0.336, 2.000)
C (-0.068, -2.025, 5.061)
N (0.115, -0.637, 4.717)
C (0.631, 0.325, 5.683)
C (0.783, 1.611, 4.848)
N (0.343, 1.185, 3.528)
C (0.026, -0.102, 3.487)
S (-0.517, -0.980, 2.138)
H (-0.623, -2.098, 5.997)
H (0.894, -2.531, 5.180)
H (-0.630, -2.519, 4.274)
H (1.582, -0.026, 6.092)
H (-0.070, 0.447, 6.511)
H (1.812, 1.972, 4.817)
H (0.150, 2.417, 5.218)
H (0.518, 1.703, 2.666)

Frontier orbital gap   8.69 eV
LUMO energy   -0.09 eV
Relative energy (zero: lowest compared OMol25 entry of this formula, charge and spin)   55.6 kJ/mol
Maximum force   1.34 eV/A

Below is C51H37BaN11S as an isolated structure, with properties calculated with wB97M-V/def2-TZVPD.

Atoms and positions in Å:
Ba (-0.154, -1.268, 0.213)
C (-2.936, -2.261, 6.440)
C (-1.753, -2.914, 6.766)
C (-0.673, -2.924, 5.888)
C (-0.818, -2.264, 4.685)
C (0.103, -2.082, 3.533)
N (-0.519, -1.335, 2.648)
C (-1.835, -0.998, 3.006)
N (-2.722, -0.378, 2.303)
C (-2.578, 0.273, 1.062)
C (-3.601, 0.438, 0.096)
C (-4.949, 0.038, 0.041)
C (-5.666, 0.250, -1.107)
C (-5.072, 0.869, -2.235)
C (-3.768, 1.289, -2.209)
C (-2.996, 1.083, -1.044)
C (-1.649, 1.317, -0.671)
N (-0.571, 1.835, -1.474)
C (0.838, 1.639, -1.240)
N (1.341, 0.439, -0.907)
C (2.685, 0.497, -0.760)
N (3.502, -0.507, -0.240)
C (3.222, -1.370, 0.675)
N (2.036, -1.520, 1.419)
C (2.181, -2.347, 2.444)
N (1.327, -2.636, 3.446)
C (3.546, -2.926, 2.376)
C (4.193, -3.855, 3.168)
C (5.501, -4.190, 2.829)
C (6.132, -3.598, 1.739)
C (5.483, -2.656, 0.951)
C (4.179, -2.330, 1.275)
C (3.108, 1.796, -1.142)
C (4.364, 2.422, -1.224)
C (4.430, 3.739, -1.593)
C (3.253, 4.482, -1.864)
C (2.012, 3.911, -1.771)
C (1.907, 2.552, -1.411)
N (-1.435, 0.844, 0.568)
C (-2.014, -1.604, 4.351)
C (-3.083, -1.595, 5.228)
H (-3.756, -2.270, 7.147)
H (-1.676, -3.417, 7.721)
H (0.255, -3.426, 6.125)
H (-5.396, -0.429, 0.911)
H (-6.707, -0.044, -1.160)
H (-5.671, 1.029, -3.123)
H (-3.348, 1.787, -3.077)
H (3.686, -4.290, 4.018)
H (6.043, -4.917, 3.420)
H (7.152, -3.877, 1.506)
H (5.982, -2.189, 0.112)
H (5.257, 1.854, -0.997)
H (5.388, 4.237, -1.670)
H (3.349, 5.527, -2.132)
H (1.125, 4.504, -1.959)
H (-4.002, -1.083, 4.974)
C (-0.903, -0.362, -3.952)
N (-0.148, 0.491, -4.912)
C (0.782, -0.325, -5.726)
C (0.603, 1.603, -4.201)
C (-0.341, 2.676, -3.774)
C (-0.698, 3.623, -4.733)
C (-1.614, 4.622, -4.466)
C (-2.167, 4.691, -3.192)
C (-1.806, 3.786, -2.218)
C (-0.888, 2.756, -2.475)
H (-1.465, -1.113, -4.503)
H (-1.577, 0.256, -3.358)
H (-0.174, -0.833, -3.293)
H (-0.831, 0.942, -5.526)
H (1.544, -0.727, -5.060)
H (1.253, 0.305, -6.476)
H (0.240, -1.138, -6.205)
H (1.337, 1.989, -4.908)
H (1.130, 1.123, -3.377)
H (-0.225, 3.576, -5.711)
H (-1.877, 5.345, -5.226)
H (-2.872, 5.475, -2.948)
H (-2.233, 3.850, -1.226)
S (-3.580, -6.573, -3.593)
C (-2.724, -5.199, -2.845)
C (-1.365, -4.999, -3.074)
C (-0.773, -3.880, -2.530)
N (-1.434, -2.997, -1.777)
C (-2.721, -3.223, -1.506)
C (-3.407, -4.305, -2.033)
C (-3.377, -6.038, -5.283)
C (-4.105, -4.962, -5.777)
C (-3.888, -4.568, -7.088)
N (-3.030, -5.167, -7.907)
C (-2.358, -6.208, -7.432)
C (-2.490, -6.682, -6.133)
H (-0.796, -5.693, -3.677)
H (0.279, -3.679, -2.706)
H (-3.232, -2.493, -0.886)
H (-4.460, -4.435, -1.825)
H (-4.821, -4.438, -5.158)
H (-4.441, -3.729, -7.498)
H (-1.670, -6.692, -8.117)
H (-1.914, -7.534, -5.798)

Frontier orbital gap   4.56 eV
LUMO energy   -0.71 eV
Relative energy (zero: lowest compared OMol25 entry of this formula, charge and spin)   29.5 kJ/mol
Maximum force   1.95 eV/A

Below is the molecule C20H18F3N3O6S, with properties calculated with wB97M-V/def2-TZVPD.

Atoms and positions in Å:
C (1.784, -0.578, -5.099)
C (1.339, -0.194, -3.918)
C (0.719, -1.130, -2.922)
N (1.524, -1.214, -1.716)
C (1.778, -0.084, -0.936)
C (2.967, -0.023, -0.206)
C (3.258, 1.081, 0.570)
C (2.388, 2.158, 0.627)
C (1.205, 2.095, -0.093)
C (0.235, 3.239, -0.064)
F (0.375, 4.032, 1.007)
F (-1.050, 2.824, -0.054)
F (0.347, 4.037, -1.143)
C (0.891, 0.989, -0.873)
S (1.490, -2.731, -1.001)
O (1.815, -3.700, -2.002)
O (2.252, -2.698, 0.206)
C (-0.252, -2.923, -0.584)
C (-0.943, -4.036, -1.024)
C (-2.285, -4.176, -0.699)
C (-2.919, -3.193, 0.039)
C (-2.218, -2.064, 0.464)
C (-2.968, -1.015, 1.203)
O (-4.089, -1.150, 1.616)
O (-2.255, 0.119, 1.332)
C (-2.907, 1.217, 1.956)
C (-1.967, 2.040, 2.826)
O (-2.376, 3.012, 3.423)
N (-0.689, 1.593, 2.854)
C (0.439, 2.169, 3.497)
N (0.170, 3.252, 4.230)
O (1.519, 1.651, 3.348)
C (-0.865, -1.938, 0.162)
H (2.224, 0.117, -5.792)
H (1.722, -1.605, -5.420)
H (1.418, 0.837, -3.604)
H (-0.313, -0.821, -2.697)
H (0.698, -2.143, -3.326)
H (3.645, -0.857, -0.253)
H (4.175, 1.112, 1.135)
H (2.618, 3.023, 1.226)
H (-0.040, 0.976, -1.418)
H (-0.417, -4.772, -1.611)
H (-2.832, -5.046, -1.025)
H (-3.964, -3.273, 0.295)
H (-3.310, 1.881, 1.183)
H (-3.744, 0.857, 2.567)
H (-0.469, 0.765, 2.313)
H (-0.766, 3.637, 4.232)
H (0.935, 3.739, 4.664)
H (-0.292, -1.090, 0.501)

Frontier orbital gap   8.87 eV
LUMO energy   -0.27 eV
Relative energy (zero: lowest compared OMol25 entry of this formula, charge and spin)   0.0 kJ/mol
Maximum force   1.39 eV/A
SMILES   C=CCN(c1cccc(C(F)(F)F)c1)S(=O)(=O)c1cccc(C(=O)OCC(=O)NC(N)=O)c1